Record 1
Formula: C17H32F4O4Si
Source: OMol25
Level of theory: wB97M-V/def2-TZVPD

structure (SMILES): CC(=O)OCCCC[Si@H](COC(C)=O)C(F)(F)C(F)F.CCCCCC
highest occupied orbital energy: -0.3729 Ha
gap between HOMO and LUMO: 10.723 eV
energy relative to the best compared isomer or geometry (same formula, charge and spin): 0.474 eV

ORCA input file:
```
! wB97M-V def2-TZVPD RIJCOSX def2/J DEFGRID3
* xyz 0 1
Si 0.12999 -1.96202 0.01345
F 1.03915 -4.67191 2.94750
F 2.26718 -3.12406 1.31447
F 0.97146 -4.46488 0.21444
F 0.24408 -2.69597 3.10436
O -0.03259 0.82909 0.33351
O 4.36420 -0.58786 0.70491
O 0.01643 2.34008 1.92072
O 4.18849 -0.31833 2.83142
C -3.76608 1.63907 -0.28810
C -2.71811 1.85163 -1.37816
C 4.51197 -1.58940 -0.30386
C 4.60873 -0.97572 1.97031
C -2.81203 0.83750 -2.51493
C 0.27835 -3.77162 2.31794
C 1.18652 -1.66215 -1.51845
C 3.73829 -1.19661 -1.54596
C 2.33874 -0.65266 -1.23551
C -5.56403 3.13357 -1.37648
C 0.97251 -3.37358 1.01856
C 2.06273 2.08992 0.87291
C 0.61652 1.76747 1.10454
C -5.21856 1.78619 -0.74524
C -0.24776 -0.41153 1.04773
C 5.44771 -2.18839 2.28665
C -5.39244 4.31177 -0.42235
H -2.78807 2.86522 -1.78408
H 4.92873 -3.12894 2.13844
H 3.71415 -1.99674 -2.27661
H -3.56820 2.33753 0.52979
H -2.70705 -0.18302 -2.13676
H 4.29989 -0.39436 -2.02278
H -4.96237 3.29878 -2.27457
H 5.56584 -1.62544 -0.58803
H 4.24806 -2.59500 0.01095
H -3.76246 0.90935 -3.04660
H 5.68319 -2.12568 3.33840
H -6.01495 4.18660 0.46611
H -6.60548 3.10217 -1.70867
H 2.29832 1.91378 -0.17330
H -5.68727 5.24284 -0.90932
H -5.87090 1.62204 0.11880
H 2.28132 -0.36558 -0.19202
H 1.56894 -2.60503 -1.90448
H -1.16081 -2.51190 -0.45764
H 2.72320 1.42964 1.42951
H 0.50038 -1.28450 -2.27245
H -3.63745 0.63729 0.13702
H -5.46148 0.99068 -1.45616
H 6.39835 -2.15601 1.76095
H 2.14535 0.22360 -1.83963
H -2.01674 1.00761 -3.24365
H -4.35581 4.42331 -0.10090
H -1.24829 -0.40635 1.47784
H 2.25628 3.11444 1.14807
H -1.73112 1.77259 -0.92422
H 0.43649 -0.42052 1.90157
H -0.70147 -4.21801 2.18004
*
```

Record 2
Formula: C17H32HgN4OTa
Source: OMol25
Level of theory: wB97M-V/def2-TZVPD

highest occupied orbital energy (alpha / beta): -0.4921 / -0.4914 Ha
gap between HOMO and LUMO (alpha / beta): 5.524 / 2.233 eV
energy relative to the best compared isomer or geometry (same formula, charge and spin): 0.286 eV
⟨S²⟩: 0.764

ORCA input file:
```
! wB97M-V def2-TZVPD RIJCOSX def2/J DEFGRID3
* xyz 2 2
Hg 1.18101 1.07537 -3.94900
Ta 0.27737 0.04161 -0.18458
O 4.26666 -1.42010 0.50876
N -0.38231 0.07716 1.80694
N 2.14751 -0.49040 -0.14145
N -0.48418 -1.58464 -0.95647
N 0.12422 1.71932 -1.22930
C 1.85353 -0.05415 2.94454
C 0.94449 -3.50334 -1.32340
C -0.01431 -3.10717 0.94437
C -1.77849 -0.03668 3.58265
C -0.26933 -3.00327 -0.54549
C 0.38847 -0.00971 2.96375
C -1.33978 1.80382 -1.56797
C 3.23244 -0.95911 0.17204
C -1.51633 -3.81266 -0.89946
C 0.26051 3.64261 0.29506
C -1.03621 -1.44397 -2.34147
C -0.45993 -0.08435 4.05627
C -2.82829 0.06394 1.22874
C 0.42073 4.02343 -2.11604
C 2.27396 2.82414 -0.95521
C 0.77160 3.02896 -1.00888
C -1.72674 0.03571 2.19650
H 2.19420 0.08837 3.98872
H -1.41808 -4.81298 -0.45645
H 2.63977 2.33546 -1.87308
H -0.64636 4.27104 -2.12372
H -2.69742 -0.05828 4.16261
H 0.07955 -4.17990 1.18379
H 0.78661 4.59953 0.44359
H -1.79215 2.72129 -1.15850
H -3.76712 -0.13634 1.78167
H -0.12519 -0.16253 5.08313
H -1.48195 1.78972 -2.66244
H 0.44772 2.99757 1.16357
H -0.52134 -0.64309 -2.89271
H 2.59151 2.24197 -0.07761
H -0.81773 3.85066 0.23161
H 1.83340 -2.91400 -1.06962
H -0.86130 -2.71853 1.52668
H 0.77495 -3.42828 -2.40441
H 0.92311 -2.62648 1.26252
H -1.89097 0.93156 -1.16411
H 1.12063 -4.55711 -1.06119
H -2.95159 1.06232 0.76604
H 2.74303 3.82074 -0.90041
H -2.74507 -0.72696 0.45669
H 0.73248 3.65780 -3.09726
H -1.63028 -3.94346 -1.98119
H -2.41195 -3.33532 -0.48759
H -0.85066 -2.36597 -2.90579
H 0.98911 4.94404 -1.90366
H 2.31732 0.75515 2.35778
H 2.24827 -1.04233 2.64764
H -2.11911 -1.24218 -2.31718
*
```